# 1
This record from the OMol25 dataset describes C24H28F10N9O4V as an isolated structure at a distorted geometry. The level of theory is the ωB97M-V functional and the def2-TZVPD basis.

Element x y z (Å)
1 V -0.77041 -0.15610 0.78674
2 C -0.00304 -0.40137 3.72894
3 N -1.18552 -0.44676 2.84000
4 C -1.72977 -1.81815 2.87842
5 C -2.75984 -2.08743 1.79773
6 N -2.33751 -1.48904 0.51988
7 C -2.92185 -1.96688 -0.60456
8 C -2.63699 -1.39682 -1.87061
9 F -2.03482 -0.18737 -1.92536
10 C -2.97784 -1.95767 -3.08083
11 F -2.57124 -1.37281 -4.21351
12 C -3.74592 -3.10057 -3.13906
13 F -4.01911 -3.70278 -4.30252
14 C -4.22562 -3.58579 -1.94423
15 F -5.07175 -4.62494 -1.95190
16 C -3.87594 -3.01503 -0.73342
17 F -4.57466 -3.48391 0.32872
18 C -2.14896 0.61481 3.21893
19 C -2.97359 1.11427 2.03437
20 N -2.07330 1.34481 0.89544
21 C -2.49625 2.18859 -0.09730
22 C -1.58552 2.79345 -0.98382
23 F -0.26676 2.63009 -0.79557
24 C -1.94647 3.60338 -2.04087
25 F -1.00002 4.12592 -2.82314
26 C -3.26940 3.90785 -2.28305
27 F -3.62923 4.68155 -3.30874
28 C -4.20252 3.37657 -1.42481
29 F -5.50235 3.63006 -1.62599
30 C -3.82686 2.55643 -0.37526
31 F -4.85120 2.05638 0.34872
32 H -0.29470 -0.63449 4.75884
33 H 0.72113 -1.14219 3.39060
34 H 0.45029 0.58492 3.69339
35 H -0.88956 -2.48892 2.70305
36 H -2.16151 -2.03589 3.86207
37 H -2.83859 -3.17083 1.72637
38 H -3.74260 -1.72057 2.10844
39 H -2.80810 0.27321 4.02409
40 H -1.55997 1.45798 3.57665
41 H -3.76653 0.40970 1.77733
42 H -3.45806 2.03763 2.35708
43 N 2.54491 -0.51389 0.75926
44 C 2.97026 0.88579 0.83892
45 C 4.40929 1.12810 1.27733
46 C 5.44946 0.28767 0.53444
47 C 5.86001 0.77826 -0.85729
48 N 4.78450 1.04538 -1.80924
49 C 3.87770 0.12426 -2.23945
50 N 4.05778 -1.22188 -2.02236
51 N 2.75891 0.53828 -2.91162
52 C 1.94027 1.55442 1.76967
53 O 2.30444 2.23011 2.73089
54 O 0.75580 1.25735 1.43297
55 H 2.51636 -0.95829 1.66954
56 H 3.09993 -1.09272 0.14522
57 H 2.80663 1.33223 -0.14868
58 H 4.46637 0.90156 2.34368
59 H 4.63896 2.19331 1.18892
60 H 5.11770 -0.75215 0.49002
61 H 6.37428 0.27649 1.12147
62 H 6.57221 0.07788 -1.31070
63 H 6.38759 1.72715 -0.74667
64 H 4.46514 2.02524 -1.86668
65 H 4.82892 -1.51220 -1.44571
66 H 3.24934 -1.79853 -1.99527
67 H 2.56906 1.54582 -2.89693
68 H 1.95054 -0.02191 -2.78609
69 N 0.39522 -0.07931 -1.00870
70 N 0.95312 -1.30242 -1.53544
71 C 1.24151 -2.18980 -0.37780
72 O 2.14741 -2.98057 -0.55809
73 O 0.49867 -2.03033 0.64937
74 H 0.23454 0.55836 -1.77968
75 H 1.12963 0.33130 -0.42359
76 H 0.20598 -1.74628 -2.06298

Values from the calculation:
**Total charge**: -1
**Energy relative to the best compared isomer or geometry (same formula, charge and spin)**: 59.8 kcal per mole
**HOMO level (spin up / spin down)**: -2.17 / -1.57 eV
**Kohn-Sham gap (spin up / spin down)**: 3.8 / 3.2 eV
**Multiplicity**: 2
**Lowest unoccupied orbital energy (spin up / spin down)**: 1.65 / 1.65 eV

---

# 2
This record from the OMol25 dataset describes one molecule with the formula C22H23N3S2. The level of theory is the ωB97M-V functional and the def2-TZVPD basis.

Element x y z (Å)
1 C 1.04088 2.00074 -4.88353
2 H 0.77804 2.69628 -4.09241
3 H 0.38643 1.13389 -4.87556
4 H 0.98377 2.49526 -5.84831
5 S 2.77189 1.48527 -4.69926
6 C 2.87482 0.94837 -3.02145
7 C 4.14757 0.69676 -2.51703
8 C 4.28883 0.26714 -1.21260
9 C 3.18051 0.10365 -0.40254
10 C 1.90662 0.36567 -0.90404
11 C 1.75577 0.76775 -2.22496
12 H 0.76823 0.93696 -2.61281
13 N 0.82930 0.14901 -0.04384
14 C -0.49282 0.45093 -0.16904
15 N -1.33685 -0.27297 0.61069
16 C -0.88760 -1.40141 1.40429
17 C -0.09104 -2.39685 0.59754
18 C 1.02996 -3.02726 1.12852
19 N 1.77040 -3.89168 0.46163
20 C 1.43324 -4.17575 -0.78348
21 C 0.33032 -3.61858 -1.41484
22 C -0.44565 -2.71653 -0.70905
23 H -1.30767 -2.25256 -1.16683
24 H 0.08717 -3.88066 -2.43235
25 H 2.07709 -4.87943 -1.29298
26 H 1.34935 -2.82595 2.14480
27 H -0.31058 -1.07310 2.28206
28 H -1.78679 -1.89380 1.78742
29 C -2.72099 0.12061 0.79692
30 C -2.95959 0.57454 2.21199
31 C -3.86846 -0.06945 3.03736
32 C -4.05638 0.35382 4.34195
33 C -3.33465 1.42232 4.85404
34 C -2.42089 2.06365 4.02332
35 C -2.23611 1.64790 2.72041
36 H -1.53089 2.16158 2.08268
37 H -1.85404 2.90102 4.40440
38 C -3.51920 1.88000 6.26834
39 H -3.68584 2.95525 6.30245
40 H -2.62523 1.66411 6.85356
41 H -4.36427 1.37935 6.73381
42 H -4.77355 -0.15651 4.96886
43 H -4.44340 -0.90284 2.65736
44 H -2.92220 0.93646 0.09646
45 H -3.37236 -0.72356 0.54688
46 S -1.06055 1.63908 -1.17643
47 H 1.10259 -0.32473 0.80615
48 H 3.29820 -0.23223 0.61818
49 H 5.27265 0.06227 -0.81846
50 H 5.00737 0.83890 -3.15245

Values from the calculation:
**Total charge**: 0
**Energy relative to the best compared isomer or geometry (same formula, charge and spin)**: 2.6 kcal per mole
**HOMO level**: -7.81 eV
**Kohn-Sham gap**: 8.4 eV
**Structure (SMILES)**: CSc1cccc(NC(=S)N(Cc2ccc(C)cc2)Cc2cccnc2)c1
**Multiplicity**: 1
**Lowest unoccupied orbital energy**: 0.56 eV

---

# 3
This record from the OMol25 dataset describes a 3-piece molecular cluster, C32H44F24IN4O7S2 overall at a distorted geometry. The level of theory is the ωB97M-V functional and the def2-TZVPD basis.

Element x y z (Å)
1 C -1.70548 -6.06435 -0.64920
2 O -0.89256 -5.55206 -1.74306
3 C -0.22934 -4.36527 -1.27372
4 C 0.42040 -3.47144 -2.42136
5 C -0.49297 -2.25680 -2.92690
6 C -0.15890 -0.85132 -2.18338
7 C -0.78212 -1.02412 -0.69027
8 C -0.49277 0.33645 0.08779
9 C -0.81580 0.38356 1.65198
10 C -2.37171 0.65848 1.80095
11 F -2.67675 0.76104 3.20577
12 F -2.79700 1.93094 1.31899
13 C -3.42773 -0.35598 1.20239
14 F -3.13663 -1.71945 1.22470
15 F -4.53884 -0.27678 2.11840
16 C -4.15792 -0.00196 -0.16209
17 F -3.31674 0.65468 -1.11191
18 F -5.13891 0.99877 0.10676
19 C -4.91641 -1.09390 -0.99036
20 F -4.03624 -1.57171 -2.00876
21 F -5.89690 -0.38939 -1.75238
22 C -5.66154 -2.34400 -0.41790
23 F -6.36419 -2.82989 -1.57421
24 F -4.85046 -3.48054 -0.14159
25 C -6.80828 -2.16256 0.67556
26 F -7.12736 -0.84649 1.01246
27 F -8.03006 -2.67385 0.14729
28 C -6.61577 -3.06285 2.00575
29 F -5.35267 -2.95991 2.58777
30 F -6.80772 -4.43418 1.70394
31 C -7.67668 -2.72599 3.15956
32 F -7.41212 -3.66171 4.19132
33 F -7.44506 -1.47127 3.76240
34 F -8.99737 -2.92542 2.80427
35 C -0.52619 -1.01675 2.43316
36 N 0.85350 -1.22003 2.93684
37 C 1.91138 -0.47666 2.23036
38 C 1.52994 1.08575 2.37911
39 C 2.24281 1.55885 3.76828
40 C 1.81169 0.78785 5.08328
41 C 1.76074 1.88184 6.28217
42 I 3.26830 -0.72292 5.75786
43 S 2.56935 1.97334 1.12286
44 O 3.43991 3.05337 1.74117
45 O 1.78281 2.74040 0.07075
46 C 3.73415 0.93212 0.10367
47 F 4.36153 1.89220 -0.73912
48 F 3.07933 0.09009 -0.83460
49 C 4.93681 0.22078 0.86299
50 F 5.29148 0.79129 2.08779
51 F 4.71333 -1.16386 1.10531
52 C 6.31323 0.22165 -0.00395
53 F 7.02478 1.41049 0.11195
54 F 7.11860 -0.75662 0.63038
55 F 6.13626 -0.23187 -1.30171
56 N 0.06830 1.35005 2.44120
57 C -0.22014 2.81385 2.37777
58 S -1.25545 3.49041 3.81176
59 O -2.53799 4.09961 3.33057
60 O -0.50203 4.52970 4.58814
61 H -2.07442 -7.11254 -0.92961
62 H -2.58899 -5.36747 -0.41126
63 H -1.12107 -6.17265 0.32275
64 H -0.97225 -3.78536 -0.60714
65 H 0.62319 -4.67790 -0.56753
66 H 1.37327 -2.99462 -1.98601
67 H 0.68183 -4.17921 -3.28678
68 H -0.52199 -2.15301 -4.05921
69 H -1.57112 -2.52265 -2.61945
70 H -0.75350 -0.04710 -2.72843
71 H 0.96126 -0.67558 -2.16897
72 H -1.85765 -1.30384 -0.85124
73 H -0.13823 -1.84703 -0.22000
74 H -1.00794 1.25763 -0.37177
75 H 0.61755 0.50039 -0.16455
76 H -0.76711 -1.93580 1.80442
77 H -1.20127 -1.13893 3.36015
78 H 1.07260 -2.22143 2.95732
79 H 1.93375 -0.85513 1.15797
80 H 2.88873 -0.62742 2.78518
81 H 2.08593 2.68182 3.96016
82 H 3.38396 1.44182 3.70798
83 H 0.81477 0.24541 5.05243
84 H 1.47685 1.40945 7.27374
85 H 1.14812 2.79609 5.99930
86 H 2.84644 2.24040 6.40983
87 H -0.22436 1.08757 3.41730
88 H 0.70463 3.49162 2.50203
89 H -0.63972 3.15574 1.36395
90 H -1.56304 2.46260 4.72977
91 C -1.72841 3.04007 -4.96774
92 O -1.01290 3.00490 -3.98254
93 N -3.04821 2.70955 -4.99028
94 C -3.83885 2.77438 -6.20368
95 C -3.68016 2.27935 -3.76008
96 H -1.34404 3.35330 -5.95149
97 H -4.66556 3.47288 -6.05387
98 H -4.23551 1.78046 -6.42458
99 H -3.23373 3.11260 -7.04551
100 H -3.59390 3.07489 -3.01575
101 H -3.16448 1.39213 -3.38590
102 H -4.73218 2.04824 -3.92878
103 C 10.02982 1.66139 -2.97272
104 O 11.09643 1.67767 -3.55165
105 N 8.82835 1.98813 -3.52715
106 C 7.59607 1.94354 -2.76844
107 C 8.78344 2.39261 -4.91958
108 H 9.95114 1.36924 -1.91231
109 H 6.91033 1.23854 -3.24536
110 H 7.14790 2.94098 -2.75830
111 H 7.78141 1.62585 -1.74839
112 H 9.17522 1.58423 -5.54129
113 H 9.41181 3.27542 -5.05770
114 H 7.76001 2.62111 -5.21820

Values from the calculation:
**Total charge**: +1
**HOMO level**: -10.60 eV
**Kohn-Sham gap**: 6.4 eV
**Multiplicity**: 1
**Lowest unoccupied orbital energy**: -4.23 eV